No. 1
The following is a DFT calculation (wB97M-V/def2-TZVPD) of a 6-piece molecular cluster, C19H30Br10O6 overall.

Atoms and positions in Å:
C1 4.065 2.630 3.375
O1 2.798 3.117 3.730
C2 1.813 2.904 2.753
C3 0.780 3.971 2.807
C4 -0.523 3.828 2.532
C5 -1.273 2.598 2.147
C6 -1.574 1.775 3.441
C7 -1.207 0.312 3.382
O2 -0.849 -0.296 4.357
O3 -1.315 -0.302 2.181
C8 -1.182 5.143 2.714
O4 -2.340 5.414 2.600
O5 -0.221 6.047 3.092
C9 0.996 5.397 3.195
O6 1.990 5.950 3.546
H1 4.112 1.536 3.381
H2 4.786 3.008 4.094
H3 4.376 2.977 2.385
H4 2.246 2.931 1.740
H5 1.356 1.918 2.878
H6 -0.720 2.010 1.421
H7 -2.226 2.905 1.725
H8 -1.020 2.202 4.271
H9 -2.625 1.883 3.706
H10 -2.061 0.094 1.695
Br1 -3.001 -2.991 -2.272
C10 -3.507 -3.084 -0.402
C11 -4.575 -2.075 -0.080
Br2 -3.844 -0.270 0.041
H11 -2.604 -2.935 0.183
H12 -3.880 -4.095 -0.248
H13 -5.013 -2.274 0.895
H14 -5.357 -2.040 -0.830
Br3 -1.700 2.897 -1.129
C12 -2.298 3.251 -2.948
C13 -3.321 2.240 -3.393
Br4 -2.520 0.522 -3.818
H15 -1.412 3.258 -3.573
H16 -2.734 4.247 -2.923
H17 -3.808 2.571 -4.307
H18 -4.070 2.049 -2.631
Br5 2.897 1.135 0.124
C14 4.623 0.298 -0.193
C15 5.376 0.984 -1.301
Br6 4.657 0.536 -3.050
H19 4.429 -0.749 -0.399
H20 5.168 0.390 0.745
H21 6.413 0.656 -1.316
H22 5.339 2.066 -1.221
Br7 0.615 -1.746 -4.571
C16 2.138 -2.944 -4.715
C17 3.050 -2.559 -5.849
Br8 2.311 -3.062 -7.577
H23 1.740 -3.947 -4.822
H24 2.662 -2.860 -3.766
H25 3.995 -3.091 -5.772
H26 3.236 -1.491 -5.889
Br9 -0.402 -6.673 -1.172
C18 -1.348 -6.321 0.488
C19 -2.378 -7.375 0.786
Br10 -3.959 -7.166 -0.329
H27 -1.783 -5.332 0.395
H28 -0.582 -6.308 1.260
H29 -2.731 -7.283 1.811
H30 -2.006 -8.380 0.619

Summary:
- Net charge: 0
- SMILES: COCC1=C(CCC(=O)O)C(=O)OC1=O.BrCCBr.BrCCBr.BrCCBr.BrCCBr.BrCCBr
- E_LUMO: -0.669 eV
- Kohn-Sham gap: 0.3424 hartree
- HOMO energy: -10.0 eV
- Multiplicity: 1

Results of the natural (NBO) charge analysis, in e, for atoms 1 through 5: -0.2424 -0.5207 -0.1071 -0.1019 0.0049



No. 2
The following is a DFT calculation (wB97M-V/def2-TZVPD) of C19H30ClMnO6 as an isolated structure.

Atoms and positions in Å:
Mn1 -0.112 -0.114 -0.305
C1 -3.438 -0.319 -0.058
C2 -3.076 1.146 -0.135
O1 -1.815 1.377 0.490
C3 -1.910 1.397 1.926
C4 -0.583 1.892 2.425
O2 0.386 0.982 1.938
C5 1.701 1.530 1.902
C6 1.837 2.492 0.732
O3 1.068 1.957 -0.342
C7 1.334 2.565 -1.595
C8 0.179 2.222 -2.500
O4 0.002 0.806 -2.434
C9 -0.836 0.272 -3.462
C10 -0.474 -1.190 -3.610
O5 -0.425 -1.795 -2.334
C11 -1.432 -2.726 -1.989
C12 -2.683 -2.003 -1.564
O6 -2.314 -1.052 -0.557
H1 -4.320 -0.521 -0.667
H2 -3.650 -0.649 0.960
H3 -3.840 1.780 0.325
H4 -2.964 1.449 -1.177
H5 -2.106 0.391 2.305
H6 -2.722 2.063 2.228
H7 -0.562 1.929 3.518
H8 -0.407 2.899 2.035
H9 2.375 0.687 1.779
H10 1.935 2.029 2.845
H11 2.888 2.581 0.442
H12 1.462 3.497 0.953
H13 2.279 2.187 -1.997
H14 1.401 3.652 -1.484
H15 0.399 2.518 -3.528
H16 -0.738 2.723 -2.171
H17 -0.664 0.805 -4.400
H18 -1.884 0.405 -3.171
H19 0.524 -1.281 -4.042
H20 -1.181 -1.691 -4.278
H21 -1.025 -3.304 -1.159
H22 -1.648 -3.411 -2.814
H23 -3.429 -2.694 -1.165
H24 -3.127 -1.461 -2.408
Cl1 -0.419 -2.348 2.240
C13 1.308 -2.053 2.370
C14 1.872 -2.088 3.634
C15 3.228 -1.842 3.781
C16 3.995 -1.578 2.651
C17 3.408 -1.547 1.398
C18 2.035 -1.771 1.211
C19 1.385 -1.638 -0.099
H25 1.243 -2.312 4.485
H26 3.680 -1.876 4.763
H27 5.058 -1.401 2.747
H28 4.020 -1.346 0.527
H29 0.714 -2.499 -0.223
H30 2.066 -1.725 -0.947

Summary:
- Net charge: +1
- E_LUMO (alpha / beta): -2.031 / -2.042 eV
- Kohn-Sham gap (alpha / beta): 0.2765 / 0.2896 hartree
- HOMO energy (alpha / beta): -9.6 / -9.9 eV
- Multiplicity: 6

Results of the natural (NBO) charge analysis, in e, for atoms 1 through 5: 1.3204 -0.0893 -0.0784 -0.5777 -0.0799